Run one
Entry from OMol25: C10H12N2OS in the gas phase (ωB97M-V/def2-TZVPD).

## Properties
- net charge = 0
- highest occupied orbital energy (eV) = -8.5
- 2S+1 = 1
- LUMO (Ha) = 0.029
- gap between HOMO and LUMO (eV) = 9.27
- SMILES = CSc1ccccc1NC1=NCCO1

Each line ends with the Löwdin charge.
Positions of all 26 atoms, in Å:
C 0.35505 2.17690 1.20812  -0.457
S 0.13731 1.83739 -0.49981  0.830
C -1.29783 0.52352 -0.43969  -0.362
C -2.56894 0.84598 -0.84989  -0.091
C -3.64042 0.03301 -0.45218  -0.091
C -3.39101 -1.21767 -0.01472  -0.103
C -2.11748 -1.51846 0.41170  -0.007
C -1.05148 -0.59140 0.26319  -0.318
N 0.11915 -0.95033 0.92736  0.069
C 1.37295 -0.83230 0.37260  -0.485
N 2.47767 -0.27915 0.89863  0.089
C 3.43142 -0.42516 -0.21458  -0.237
C 2.58751 -0.54106 -1.40085  -0.158
O 1.34497 -1.24298 -0.93026  0.003
H 0.61154 1.03810 1.63288  0.057
H 1.32686 2.94594 1.06822  0.100
H -0.46436 2.71045 1.68744  0.020
H -2.63812 1.88989 -1.36282  0.137
H -4.55793 0.23329 -0.98939  0.106
H -4.01546 -2.04766 0.11976  0.094
H -1.76696 -2.50726 0.94532  0.156
H 0.22295 -0.68824 1.96614  0.183
H 3.99543 0.55688 -0.17829  0.129
H 4.20799 -1.25427 -0.17210  0.128
H 3.05029 -1.12044 -2.17600  0.112
H 2.26889 0.42499 -1.82079  0.096

***

Run two
Entry from OMol25: a 2-piece molecular cluster, C10H12N2OS overall (ωB97M-V/def2-TZVPD).

## Properties
- net charge = 0
- highest occupied orbital energy (spin up / spin down) (eV) = -7.8 / -7.5
- 2S+1 = 1
- LUMO (spin up / spin down) (Ha) = -0.022 / -0.012
- gap between HOMO and LUMO (spin up / spin down) (eV) = 7.24 / 7.18

Each line ends with the Löwdin charge.
Positions of all 26 atoms, in Å:
C 0.39777 -0.96144 2.80507  -0.057
C 1.49155 2.34936 -1.50665  -0.277
C 1.08540 -1.95205 2.14679  -0.142
C 2.53316 1.55412 -1.83446  -0.373
C -0.29061 -0.17531 1.81581  -0.298
C -0.10993 -0.82512 0.67887  -0.073
C 0.30886 0.44301 -1.64709  -0.545
C -1.13771 1.06756 2.06828  -0.027
C -2.23986 -0.10879 -1.51024  -0.040
C -0.78172 -0.42532 -1.59581  -0.370
N 0.27727 1.76360 -1.32952  0.045
N 0.73121 -1.87821 0.82103  -0.013
O -0.60884 -1.69007 -2.13427  0.007
S 1.95281 -0.10834 -2.03657  1.002
H 0.23643 -0.53855 3.78907  0.104
H 1.56270 3.33050 -0.99926  0.117
H 1.79371 -2.77987 2.36643  0.116
H 3.59559 1.76537 -2.09004  0.074
H -0.72495 1.77157 2.64482  0.020
H -1.49201 1.61202 1.19044  0.074
H -1.89138 0.55502 2.67324  0.085
H -2.39737 0.99552 -1.58427  0.078
H -2.78687 -0.49446 -0.48664  0.141
H -2.82963 -0.61185 -2.41699  0.124
H 1.14258 -2.52713 0.05136  0.180
H 0.18181 -2.13115 -1.87941  0.048

***

Of them, run one has the highest stability.